# 1
{"formula": "C17H33F4N4PdSb", "method": "ωB97M-V/def2-TZVPD", "e_homo_ev": [-12.90, -13.39], "relative_energy_ev": 0.0000, "multiplicity": 3, "orbital_gap_ev": [6.99, 6.21], "charge": 2, "species": ["Pd", "C", "C", "N", "C", "C", "C", "C", "N", "C", "C", "F", "C", "F", "C", "C", "F", "C", "F", "H", "H", "H", "H", "H", "H", "H", "H", "H", "H", "H", "H", "H", "H", "H", "C", "Sb", "C", "C", "H", "H", "H", "H", "H", "H", "H", "H", "H", "N", "C", "C", "N", "H", "H", "H", "H", "H", "H", "H", "H", "H"], "xyz": [[0.445, -0.238, 0.345], [2.503, -2.131, 2.110], [3.241, -1.851, 0.816], [2.378, -1.430, -0.310], [3.214, -0.764, -1.332], [3.417, 0.712, -1.047], [1.681, -2.604, -0.852], [0.664, -2.281, -1.934], [-0.115, -1.095, -1.598], [-1.080, -0.646, -2.407], [-1.665, 0.621, -2.128], [-1.161, 1.387, -1.138], [-2.708, 1.126, -2.859], [-3.188, 2.329, -2.533], [-3.250, 0.424, -3.926], [-2.696, -0.803, -4.244], [-3.181, -1.507, -5.256], [-1.635, -1.324, -3.533], [-1.171, -2.514, -3.906], [3.226, -2.375, 2.887], [1.816, -2.973, 2.027], [1.934, -1.257, 2.438], [3.802, -2.744, 0.510], [3.976, -1.062, 0.977], [2.752, -0.885, -2.310], [4.186, -1.267, -1.385], [2.448, 1.217, -0.983], [3.992, 1.175, -1.849], [3.964, 0.869, -0.115], [1.170, -3.085, -0.017], [2.392, -3.335, -1.261], [0.017, -3.152, -2.060], [1.145, -2.127, -2.904], [-4.074, 0.825, -4.502], [-1.928, -2.066, 3.297], [-1.761, -0.928, 1.510], [-3.105, 0.658, 2.014], [-3.101, -2.068, 0.311], [-2.986, -2.147, 3.546], [-1.396, -1.589, 4.118], [-1.517, -3.061, 3.136], [-4.073, 0.241, 2.288], [-3.232, 1.318, 1.156], [-2.721, 1.228, 2.860], [-4.042, -2.166, 0.851], [-2.689, -3.060, 0.128], [-3.283, -1.573, -0.642], [0.025, 5.293, 1.280], [0.794, 4.132, 1.874], [0.445, 2.833, 1.149], [1.144, 1.674, 1.691], [0.246, 6.172, 1.755], [-0.986, 5.150, 1.356], [0.243, 5.419, 0.288], [0.534, 4.092, 2.930], [1.850, 4.379, 1.780], [0.692, 2.920, 0.088], [-0.629, 2.643, 1.211], [0.887, 1.495, 2.656], [2.152, 1.778, 1.649]], "forces_ev_per_angstrom": [[0.519, -0.227, -0.260], [-0.017, -0.001, 0.036], [0.042, -0.022, 0.050], [-0.048, 0.325, -0.008], [0.093, -0.097, -0.044], [-0.014, 0.016, 0.037], [-0.041, -0.110, 0.020], [-0.011, 0.102, -0.079], [0.137, -0.213, 0.319], [-0.014, 0.001, -0.141], [-0.063, 0.168, 0.073], [-0.147, -0.074, -0.269], [0.010, 0.062, 0.014], [-0.014, -0.037, -0.029], [-0.011, 0.017, 0.024], [-0.021, -0.002, -0.059], [0.014, 0.056, 0.051], [0.063, -0.118, 0.014], [0.009, 0.122, 0.099], [-0.012, -0.027, 0.018], [0.004, 0.022, 0.014], [0.005, -0.007, -0.004], [0.044, 0.037, -0.006], [-0.035, 0.017, 0.033], [-0.067, 0.055, 0.012], [-0.010, -0.041, -0.062], [-0.004, 0.001, -0.020], [0.030, 0.007, 0.013], [-0.014, 0.021, -0.007], [0.003, -0.015, -0.030], [0.027, 0.017, 0.009], [-0.039, 0.008, -0.003], [-0.010, -0.004, -0.021], [0.013, 0.004, 0.016], [0.012, 0.003, -0.024], [-0.530, 0.079, 0.236], [-0.008, -0.070, 0.006], [0.039, 0.027, -0.002], [0.031, -0.021, 0.028], [-0.001, 0.002, -0.009], [0.002, 0.008, 0.015], [0.002, 0.035, 0.005], [-0.010, 0.004, 0.005], [0.005, 0.000, -0.008], [-0.006, -0.021, -0.027], [0.006, 0.014, -0.009], [-0.003, -0.005, 0.012], [-0.010, 0.018, -0.005], [-0.022, 0.022, -0.005], [0.027, 0.002, 0.033], [0.023, -0.109, -0.022], [0.003, -0.024, -0.001], [0.019, -0.003, 0.001], [-0.001, -0.008, 0.017], [-0.008, 0.008, 0.007], [0.015, 0.007, 0.003], [0.005, -0.003, -0.003], [-0.005, -0.017, -0.003], [0.007, 0.002, -0.013], [-0.014, -0.014, -0.043]]}


# 2
{"formula": "C17H33KN4O7P2", "method": "ωB97M-V/def2-TZVPD", "e_homo_ev": -8.79, "relative_energy_ev": 0.6680, "orbital_gap_ev": 8.88, "species": ["K", "C", "C", "C", "C", "C", "C", "C", "C", "C", "H", "H", "H", "H", "H", "H", "H", "H", "H", "H", "H", "H", "C", "C", "O", "P", "O", "O", "O", "P", "O", "O", "O", "H", "H", "H", "H", "H", "H", "H", "N", "C", "C", "C", "N", "H", "H", "H", "H", "H", "H", "H", "H", "H", "H", "N", "C", "C", "N", "C", "H", "H", "H", "H"], "xyz": [[0.088, 0.114, 0.737], [2.015, 3.559, -2.338], [1.239, 3.382, -1.057], [1.912, 3.279, 0.162], [1.222, 3.102, 1.352], [1.945, 3.004, 2.676], [-0.172, 3.021, 1.315], [-0.875, 3.140, 0.121], [-2.387, 3.089, 0.104], [-0.151, 3.324, -1.060], [2.550, 4.512, -2.341], [1.355, 3.545, -3.208], [2.757, 2.767, -2.461], [2.999, 3.319, 0.175], [1.768, 3.898, 3.277], [3.024, 2.911, 2.536], [1.590, 2.151, 3.261], [-0.718, 2.858, 2.242], [-2.803, 4.097, 0.163], [-2.769, 2.508, 0.943], [-2.759, 2.623, -0.811], [-0.688, 3.417, -2.002], [-3.034, -3.534, 2.224], [-2.598, -2.081, 2.129], [-3.525, -1.242, 2.858], [-2.715, -1.435, 0.418], [-4.297, -1.420, 0.144], [-2.197, -2.538, -0.574], [-2.087, -0.105, 0.219], [-0.870, -1.796, 2.726], [-0.758, -2.630, 4.106], [0.058, -2.356, 1.693], [-0.801, -0.338, 3.051], [-4.024, -3.680, 1.789], [-3.072, -3.825, 3.274], [-2.328, -4.171, 1.690], [-3.015, -0.492, 3.206], [-4.754, -1.028, 0.912], [-1.870, -2.144, -1.442], [-0.567, -3.564, 3.927], [1.324, -1.647, -0.954], [2.674, -2.195, -1.154], [3.498, -2.159, 0.127], [3.819, -0.770, 0.683], [2.649, -0.146, 1.334], [0.872, -2.150, -0.184], [0.756, -1.824, -1.776], [3.183, -1.605, -1.921], [2.658, -3.227, -1.513], [4.440, -2.677, -0.067], [2.976, -2.740, 0.899], [4.141, -0.120, -0.137], [4.668, -0.862, 1.365], [2.952, 0.619, 1.928], [2.203, -0.825, 1.948], [-1.156, 0.135, -4.379], [-1.355, -1.060, -5.038], [-1.456, -1.995, -4.057], [-1.325, -1.393, -2.814], [-1.140, -0.110, -3.050], [-1.040, 1.034, -4.809], [-1.404, -1.130, -6.113], [-1.620, -3.058, -4.155], [-1.006, 0.660, -2.299]], "forces_ev_per_angstrom": [[1.929, 1.199, -0.390], [-0.028, -0.006, 0.012], [-0.013, 0.001, 0.020], [0.007, -0.070, -0.070], [-0.058, 0.040, 0.150], [-0.062, -0.043, -0.114], [-0.032, 0.217, 0.038], [-0.130, 0.004, 0.048], [0.143, 0.003, -0.006], [0.009, -0.106, 0.006], [-0.014, -0.025, -0.002], [0.033, 0.003, 0.058], [-0.042, 0.026, 0.016], [-0.074, 0.007, -0.007], [-0.005, 0.010, -0.006], [-0.044, 0.005, -0.014], [-0.002, 0.035, -0.055], [0.032, -0.015, -0.082], [0.021, -0.009, 0.002], [0.051, 0.021, -0.034], [0.042, 0.013, 0.035], [0.047, 0.002, 0.074], [-0.059, 0.055, -0.015], [0.027, 0.249, -0.042], [0.084, -0.189, -0.088], [-0.392, -0.298, -0.486], [-0.110, 0.097, 0.435], [-0.238, 0.045, 0.301], [-1.737, -0.331, -0.393], [-0.118, 0.024, 0.450], [-0.054, -0.297, -0.138], [0.028, -0.193, 0.090], [-0.187, -0.249, 0.454], [0.011, 0.031, 0.006], [0.005, 0.007, 0.006], [0.004, 0.019, 0.001], [0.135, -0.089, -0.083], [0.172, -0.122, -0.256], [0.163, 0.090, 0.105], [0.018, 0.289, 0.053], [0.143, -0.407, -0.125], [-0.149, 0.259, 0.128], [-0.136, 0.092, 0.134], [-0.323, 0.011, -0.085], [0.650, -0.158, 0.147], [0.093, -0.022, -0.161], [0.023, -0.019, 0.028], [-0.008, 0.052, -0.025], [-0.027, -0.138, -0.039], [0.050, -0.005, 0.001], [0.056, 0.045, -0.045], [-0.022, 0.010, 0.005], [0.073, -0.025, 0.109], [0.025, -0.056, -0.020], [0.111, -0.072, 0.050], [0.062, -0.068, 0.006], [0.025, 0.078, 0.085], [0.001, 0.089, 0.274], [-0.040, 0.109, -0.653], [-0.155, -0.334, 0.032], [0.021, 0.074, -0.018], [0.009, 0.032, 0.147], [0.014, 0.132, 0.035], [-0.057, -0.131, -0.088]]}


# 3
{"formula": "C17H33NO3P2W", "method": "ωB97M-V/def2-TZVPD", "e_homo_ev": [-5.03, -6.56], "relative_energy_ev": 3.9058, "multiplicity": 3, "orbital_gap_ev": [5.52, 7.05], "species": ["W", "P", "P", "N", "H", "C", "H", "H", "H", "C", "H", "H", "H", "C", "H", "H", "H", "C", "H", "H", "H", "C", "H", "H", "H", "C", "H", "H", "H", "C", "C", "C", "C", "C", "C", "H", "H", "H", "H", "H", "C", "O", "C", "H", "H", "H", "C", "H", "H", "H", "C", "C", "O", "O", "H", "H", "H"], "xyz": [[0.367, -0.072, -0.267], [0.446, 0.640, 2.513], [-0.093, -0.928, -2.465], [-0.587, 1.498, -0.498], [-0.117, -0.445, 1.451], [1.709, 1.877, 2.867], [1.663, 2.177, 3.924], [1.533, 2.777, 2.271], [2.724, 1.519, 2.666], [0.702, -0.716, 3.682], [0.850, -0.373, 4.707], [1.566, -1.310, 3.370], [-0.173, -1.369, 3.678], [-1.196, 1.343, 2.766], [-1.307, 1.584, 3.828], [-1.953, 0.614, 2.454], [-1.299, 2.242, 2.151], [0.989, 0.022, -3.546], [0.656, -0.208, -4.571], [2.028, -0.294, -3.374], [0.897, 1.098, -3.345], [0.307, -2.666, -2.639], [0.269, -2.905, -3.710], [-0.421, -3.291, -2.103], [1.307, -2.881, -2.236], [-1.774, -0.618, -2.991], [-1.855, -1.028, -4.017], [-1.979, 0.466, -3.004], [-2.478, -1.112, -2.300], [-1.608, 2.336, -0.618], [-2.446, 4.564, -1.087], [-1.377, 3.717, -0.874], [-2.943, 1.841, -0.518], [-4.006, 2.707, -0.732], [-3.753, 4.050, -1.001], [-2.258, 5.624, -1.281], [-0.327, 4.000, -0.874], [-3.071, 0.786, -0.241], [-5.020, 2.318, -0.663], [-4.600, 4.721, -1.106], [3.473, -1.026, -0.241], [2.363, -0.595, -0.790], [4.371, -0.006, 0.306], [4.777, -0.386, 1.253], [3.819, 0.922, 0.459], [5.231, 0.250, -0.313], [3.557, -2.435, 0.165], [4.095, -3.103, -0.499], [2.530, -2.805, 0.283], [4.064, -2.531, 1.132], [-1.692, -3.787, 1.025], [-1.005, -2.528, 0.646], [-1.719, -1.480, 0.443], [0.283, -2.554, 0.553], [-1.867, -4.349, 0.118], [-2.633, -3.569, 1.510], [-1.018, -4.322, 1.682]], "forces_ev_per_angstrom": [[-0.954, -2.472, 3.942], [0.965, -0.028, -1.728], [0.774, 1.265, 1.371], [1.366, -1.751, 0.651], [0.055, 0.333, -1.775], [0.184, 0.755, 0.923], [0.059, 0.007, -0.067], [-0.045, -0.238, -0.093], [-0.348, -0.160, -0.104], [-0.030, -0.107, 0.367], [0.041, 0.102, -0.035], [-0.116, 0.141, -0.022], [0.029, 0.017, -0.125], [0.162, 0.190, 0.491], [-0.223, 0.115, -0.128], [0.221, 0.124, 0.054], [0.000, -0.153, 0.088], [-0.058, -0.361, -0.927], [0.489, 0.310, -0.025], [-0.369, 0.108, -0.084], [-0.098, -0.395, -0.010], [-0.127, -0.584, -0.697], [0.074, -0.261, 0.200], [0.179, 0.258, -0.148], [-0.299, 0.263, -0.093], [-0.413, -0.328, -0.725], [-0.410, 0.205, 0.385], [0.175, -0.461, 0.090], [0.284, 0.196, -0.363], [-0.588, 0.473, -0.326], [-0.144, -0.263, 0.286], [-0.147, -0.605, 0.038], [0.232, 0.123, 0.088], [0.596, -0.214, 0.228], [-0.293, 0.651, -0.167], [-0.237, -0.331, 0.052], [-0.230, 0.329, -0.181], [-0.032, 0.440, -0.260], [0.104, 0.239, -0.014], [0.108, 0.001, -0.132], [0.384, 0.249, 0.267], [-2.539, 0.956, -0.945], [0.583, 0.109, 0.497], [0.104, 0.338, 0.080], [-0.052, 0.123, 0.162], [0.209, 0.017, -0.216], [-0.553, -0.471, 0.696], [0.159, -0.163, -0.442], [0.286, -0.186, -0.047], [0.018, -0.025, 0.094], [0.084, 0.063, 0.328], [1.029, 1.072, -0.202], [1.857, -0.563, -0.730], [-2.127, 1.371, -0.508], [-0.085, -0.347, -0.159], [-0.227, -0.069, 0.050], [-0.066, -0.409, 0.052]]}


# 4
{"formula": "C17H34As3AuN", "method": "ωB97M-V/def2-TZVPD", "e_homo_ev": -10.74, "orbital_gap_ev": 8.22, "charge": 1, "species": ["Au", "C", "As", "C", "C", "C", "C", "C", "As", "C", "C", "C", "As", "C", "C", "H", "H", "H", "H", "H", "H", "H", "H", "H", "H", "H", "H", "H", "H", "H", "H", "H", "H", "H", "H", "H", "H", "H", "H", "H", "H", "H", "C", "C", "C", "C", "N", "C", "C", "H", "H", "H", "H", "H", "H", "H"], "xyz": [[1.606, 1.351, -0.754], [2.124, -1.161, -3.493], [0.885, -0.106, -2.471], [-0.040, 0.834, -3.857], [-0.231, -1.590, -1.903], [-1.466, -1.354, -0.998], [-2.431, -0.408, -1.656], [-1.095, -0.840, 0.396], [-0.889, 1.133, 0.785], [-0.123, 0.957, 2.574], [-2.728, 1.522, 1.266], [-2.233, -2.713, -0.892], [-1.279, -4.129, 0.025], [-2.870, -5.187, 0.327], [-0.655, -5.038, -1.598], [1.547, -1.701, -4.221], [2.722, -1.891, -2.911], [2.844, -0.549, -4.016], [-0.338, 0.103, -4.614], [0.654, 1.520, -4.328], [-0.898, 1.364, -3.475], [0.499, -2.273, -1.406], [-0.578, -2.032, -2.829], [-1.997, 0.592, -1.698], [-3.304, -0.203, -1.043], [-2.788, -0.678, -2.645], [-0.165, -1.364, 0.732], [-1.803, -1.233, 1.113], [-0.760, 0.355, 3.254], [-0.005, 1.989, 2.926], [0.888, 0.524, 2.420], [-3.131, 0.792, 1.988], [-3.288, 1.631, 0.360], [-2.695, 2.467, 1.813], [-2.538, -3.125, -1.887], [-3.104, -2.488, -0.276], [-3.441, -4.705, 1.129], [-2.584, -6.206, 0.624], [-3.472, -5.214, -0.608], [0.363, -4.668, -1.823], [-1.395, -4.821, -2.386], [-0.578, -6.105, -1.419], [3.439, 4.992, 4.249], [3.033, 4.165, 3.097], [2.104, 4.656, 2.187], [1.736, 3.863, 1.124], [2.333, 2.688, 0.879], [3.274, 2.236, 1.728], [3.636, 2.906, 2.829], [4.450, 5.357, 4.113], [3.458, 4.489, 5.213], [2.705, 5.839, 4.339], [1.586, 5.569, 2.355], [0.951, 4.184, 0.413], [3.687, 1.276, 1.503], [4.379, 2.428, 3.444]], "forces_ev_per_angstrom": [[0.244, 0.513, 0.600], [0.958, -0.357, 0.319], [0.300, -0.212, 0.399], [0.069, -0.347, -0.536], [0.000, 0.034, 0.849], [-0.088, -0.699, -0.595], [-0.301, 1.465, 0.029], [1.179, -0.469, 0.565], [-0.102, -1.023, -0.347], [0.247, -0.197, -0.225], [0.383, 0.125, 1.225], [0.299, 0.582, -0.201], [0.664, -0.326, 0.384], [-0.453, -0.297, -0.316], [0.236, 0.348, 0.012], [-0.294, -0.319, -0.385], [-0.591, 0.487, -0.015], [0.077, 0.344, -0.141], [-0.166, 0.089, 0.082], [0.081, 0.198, 0.024], [-0.175, 0.139, 0.059], [-0.589, 0.326, -0.359], [0.063, -0.305, -0.267], [0.273, 0.182, -0.406], [-0.291, -0.527, 0.208], [0.155, -0.254, -0.154], [-0.359, 0.611, -0.316], [-0.576, 0.151, 0.271], [0.547, 0.361, -0.379], [-0.016, -0.280, 0.247], [-0.648, 0.117, 0.426], [0.028, 0.046, -0.640], [-0.614, 0.003, -0.252], [-0.149, 0.126, -0.252], [0.040, 0.658, 0.692], [-0.282, -0.187, -0.176], [0.025, -0.265, -0.192], [-0.217, 0.316, -0.060], [0.244, -0.102, 0.633], [-0.616, -0.154, -0.237], [0.585, -0.262, 0.057], [-0.072, -0.132, -0.033], [-0.934, 1.151, 0.700], [0.661, -0.801, -0.347], [0.118, -1.108, 0.336], [-0.079, -0.229, -0.945], [-0.557, -0.349, -0.763], [-0.943, -0.405, -1.341], [-0.122, 1.471, 1.094], [0.162, 0.350, -0.160], [-0.155, -0.383, -0.062], [1.014, -0.569, 0.034], [-0.164, 0.687, 0.119], [0.556, -0.293, 0.487], [0.244, -0.359, -0.196], [0.102, 0.328, 0.446]]}


Short version: max |F| = 0.62, 2.30, 4.75, 1.84 eV Å⁻¹, in the order given.
Short version: E = -44995.766, -73368.839, -46197.157, -205873.071 eV, in the order given.
Short version: molecular weight = 597.65, 506.52, 545.24, 674.20 g mol⁻¹, in the order given.